{"formula": "C75H169N7O19", "method": "wB97M-V/def2-TZVPD", "charge": 0, "multiplicity": 1, "homo_ev": -7.813, "homo_lumo_gap_ev": 7.927, "energy_ha": -4771.1167, "elements": ["O", "O", "O", "O", "O", "O", "O", "O", "O", "O", "O", "O", "O", "O", "O", "O", "O", "O", "O", "N", "N", "N", "N", "N", "N", "N", "C", "C", "C", "C", "C", "C", "C", "C", "C", "C", "C", "C", "C", "C", "C", "C", "C", "C", "C", "C", "C", "C", "C", "C", "C", "C", "C", "C", "C", "C", "C", "C", "C", "C", "C", "C", "C", "C", "C", "C", "C", "C", "C", "C", "C", "C", "C", "C", "C", "C", "C", "C", "C", "C", "C", "C", "C", "C", "C", "C", "C", "C", "C", "C", "C", "C", "C", "C", "C", "C", "C", "C", "C", "C", "C", "H", "H", "H", "H", "H", "H", "H", "H", "H", "H", "H", "H", "H", "H", "H", "H", "H", "H", "H", "H", "H", "H", "H", "H", "H", "H", "H", "H", "H", "H", "H", "H", "H", "H", "H", "H", "H", "H", "H", "H", "H", "H", "H", "H", "H", "H", "H", "H", "H", "H", "H", "H", "H", "H", "H", "H", "H", "H", "H", "H", "H", "H", "H", "H", "H", "H", "H", "H", "H", "H", "H", "H", "H", "H", "H", "H", "H", "H", "H", "H", "H", "H", "H", "H", "H", "H", "H", "H", "H", "H", "H", "H", "H", "H", "H", "H", "H", "H", "H", "H", "H", "H", "H", "H", "H", "H", "H", "H", "H", "H", "H", "H", "H", "H", "H", "H", "H", "H", "H", "H", "H", "H", "H", "H", "H", "H", "H", "H", "H", "H", "H", "H", "H", "H", "H", "H", "H", "H", "H", "H", "H", "H", "H", "H", "H", "H", "H", "H", "H", "H", "H", "H", "H", "H", "H", "H", "H", "H", "H", "H", "H", "H", "H", "H", "H", "H", "H", "H", "H"], "positions_angstrom": [[3.1635, 7.8790, 1.3319], [-5.6994, -7.6355, -3.3555], [-6.5814, -4.9072, 2.8740], [-6.9578, 6.9137, 8.4008], [0.4566, -3.1536, -8.5269], [-1.8578, -0.2512, 1.3302], [-2.7469, -12.3445, -5.2575], [1.2862, 3.8070, -10.2370], [-7.0229, -5.1205, -5.8458], [2.6522, 1.0609, -10.4862], [-0.7121, -0.3002, 10.6380], [2.7770, -11.3449, 8.2350], [-1.5091, -9.3782, -5.3570], [-7.4040, -6.2146, 5.4521], [-1.3533, -0.6007, 7.8445], [7.4109, 7.5028, -6.8532], [12.2257, -3.0438, 2.5878], [2.5692, -5.7488, -7.0501], [-11.8848, -0.3004, -7.6114], [2.1897, -10.7695, 7.0148], [-6.7943, 8.0854, 7.7385], [11.2970, -3.4310, 1.6461], [4.2212, 8.1766, 2.3033], [-12.7458, 0.5441, -6.9393], [-1.0052, 0.0860, 0.3139], [7.8937, 6.2600, -6.4873], [11.0808, -5.7360, 2.4257], [9.8352, -2.9607, -0.2442], [4.7190, 10.5445, 1.7438], [-2.0931, 2.2566, 0.0421], [2.2987, -12.8848, 5.5545], [0.6647, -10.9875, 5.1450], [5.4757, 7.3264, 4.3331], [5.1078, 8.5693, 5.0984], [-5.9875, -6.0811, 3.4174], [-10.9339, 1.4494, -5.5417], [10.2840, -1.1892, 1.4646], [1.6151, -10.1526, 4.3031], [2.8493, 10.0821, 3.3138], [-6.3332, -5.4897, -4.6919], [-12.4766, -0.4057, -4.5725], [10.3493, 6.6257, -6.8440], [-2.8284, 0.2953, -1.4228], [-7.9194, 9.2571, 9.5637], [-6.5888, -7.0093, -4.2965], [4.3713, -10.5977, 5.9014], [-0.1177, -1.0375, -0.0725], [10.4026, -4.3989, 2.2623], [9.2917, 4.2214, -7.0253], [7.6423, 5.8257, -5.1260], [9.0849, 5.8071, -7.2727], [0.3483, -12.5368, 7.0072], [0.9300, -4.4417, -8.1869], [-7.6642, 10.3587, 7.3934], [-0.8442, -2.2833, -0.5811], [8.4094, 6.7368, -4.1284], [-4.8504, 7.2610, 6.5968], [-6.8948, -6.9935, 4.3491], [8.6468, -3.7043, 0.4221], [7.9665, 4.3259, -4.8318], [12.1228, -1.8612, -0.0627], [2.7093, 1.9942, -9.4378], [-14.1756, 0.2155, -7.2903], [0.9099, -0.4457, -1.1607], [6.0996, 6.0926, -4.8039], [-6.2284, 7.9213, 6.3859], [10.8510, -2.3696, 0.7753], [-13.2195, 1.9861, -5.0710], [-12.3687, 0.8277, -5.5643], [8.8284, 5.8820, -8.7713], [5.3402, 5.9665, 2.4264], [3.2335, 6.4152, 3.7830], [-2.3109, -11.5861, -6.3773], [-7.8962, 9.0016, 8.0648], [2.1950, -4.3900, -7.3480], [-1.1928, -10.6245, -6.0177], [-14.2607, 0.1806, -8.8123], [2.4661, -9.0992, 5.1786], [5.2443, 9.7306, 4.0403], [0.3364, 0.4813, -2.3401], [-9.2675, 8.5436, 7.5489], [1.4286, -11.7854, 6.1985], [3.5553, -8.7371, 7.3408], [-5.9868, 9.3405, 5.8873], [9.1920, -4.7763, 1.2598], [-1.1641, -1.6887, 8.6874], [-0.5998, 1.5766, -1.6806], [9.2690, 3.8181, -5.4980], [-15.0811, 1.3764, -6.8244], [4.5229, 7.0153, 3.1582], [4.2268, 9.5546, 2.8610], [-7.2040, 7.1849, 5.4060], [0.7832, -1.4666, 1.0823], [9.7156, -3.9362, 3.6439], [-1.6203, 0.9975, -0.6709], [-14.6765, -1.1119, -6.7099], [-7.1150, 10.2941, 5.9390], [-1.5356, -1.3529, 10.1249], [3.0812, -9.9102, 6.3734], [1.3987, 2.7920, -9.2476], [-14.7601, 1.8015, -5.3734], [5.4353, 6.4984, 5.0409], [-13.5094, -0.7222, -4.4270], [1.5629, -2.1184, 0.6879], [1.7892, -0.0482, -0.6538], [8.3637, -5.0549, 1.9113], [-1.6487, -2.5818, 8.2930], [-5.8205, -4.3500, 2.6947], [3.4939, 5.8136, 4.6539], [1.5820, -13.6007, 5.1522], [1.0292, -9.7443, 3.4796], [-0.1239, -3.0035, -0.9692], [-4.7244, 6.1872, 6.4579], [1.9322, -3.9057, -6.4075], [-7.9275, 10.0680, 5.2484], [-15.2289, -1.0173, -5.7750], [-6.9468, 9.5022, 9.9906], [10.4617, -6.5414, 2.8208], [4.1294, -8.0178, 6.7566], [11.5169, -6.0654, 1.4827], [-1.0901, 2.0628, -2.5241], [-15.3654, 2.6307, -5.0071], [10.2539, 3.8559, -7.3842], [-11.0391, 2.2312, -6.2938], [0.2120, -2.0434, 1.8097], [5.9869, 7.1674, -4.6612], [-15.2406, -0.2230, -9.0671], [-0.3628, -13.0923, 6.3957], [2.8195, -13.4678, 6.3140], [10.1991, 7.6552, -6.5187], [-10.7337, 1.7425, -4.5111], [-3.1605, -10.9895, -6.7093], [7.2102, 3.6122, -5.1585], [12.7636, -1.2263, 0.5490], [-5.1379, -5.7644, 4.0224], [-0.4508, -11.0569, -5.3464], [2.9216, 1.4379, -8.5248], [-7.7967, 7.8435, 4.7711], [-4.2717, 7.6411, 7.4385], [5.7964, 10.4158, 1.6401], [1.0652, -5.1006, -9.0447], [-5.4710, 9.3824, 4.9280], [-2.7360, 2.1595, 0.9169], [1.1535, 0.9548, -2.8844], [9.3943, 2.7529, -5.3040], [4.6037, -11.5903, 6.2870], [4.3576, -10.7935, 4.8292], [4.3641, 11.5726, 1.8163], [1.2971, -1.2944, -1.7245], [-6.5849, -4.7715, -3.9116], [-4.8106, -7.5211, -3.7000], [-7.6416, -7.0590, -4.0187], [-13.5308, -0.4619, -9.3048], [-7.9588, -5.4989, 5.1333], [3.7218, 7.6541, 0.5840], [1.7421, -8.3686, 5.5392], [-1.4726, -2.0321, -1.4355], [5.2306, -9.9507, 6.0779], [-6.7307, 6.6132, 4.6077], [2.8418, 11.0556, 3.8040], [-15.4371, -1.6554, -7.2704], [8.0208, 4.1040, -3.7661], [5.7934, 8.7319, 5.9301], [13.0503, -2.9347, 2.1085], [10.3349, -3.6110, -0.9621], [-7.7472, 6.3816, 5.9038], [-3.4822, 1.1370, -1.6513], [10.1815, -0.3943, 0.7258], [-10.1462, 8.9644, 8.0377], [-15.0992, 0.9917, -4.7274], [-12.0823, -0.1833, -3.5809], [8.7756, -4.4330, 3.8841], [7.8276, 5.5468, -9.0437], [-8.2956, 8.3777, 10.0863], [-0.2168, -0.2691, -2.9048], [10.3379, -3.9883, 4.5373], [10.1422, 4.2112, -4.9772], [6.7371, 7.2555, -7.4908], [-1.5336, 0.1439, 2.1428], [-1.3782, -2.2686, 10.6948], [6.5092, 7.5292, 4.0523], [-0.4756, -3.2803, -8.7181], [5.8662, 5.5412, -3.8931], [4.1386, -9.0918, 8.1906], [2.6757, -8.3023, 7.8156], [8.5908, 7.7827, -4.3761], [11.8563, -1.3217, -0.9716], [-10.1230, 0.7647, -5.7902], [-1.2122, 2.7671, 0.4315], [9.3273, -1.2841, 1.9782], [-7.6328, 6.4657, 7.8857], [-12.9296, 2.9777, -5.4186], [9.3480, -2.1849, -0.8349], [-9.3208, 8.6538, 6.4658], [2.9209, -12.5769, 4.7141], [5.5054, 5.7293, -5.6423], [-5.2214, 9.7503, 6.5462], [-7.6251, -7.6191, 3.8361], [0.0051, -11.5838, 4.5146], [8.4724, 3.7468, -7.5653], [8.6671, 6.8603, -9.2241], [4.0778, 8.5129, 5.4505], [-2.0303, -12.2685, -7.1797], [-2.5762, 2.9453, -0.6510], [-2.6048, -1.1710, 10.2334], [-0.5634, -10.3439, -6.8622], [-5.5539, -6.5905, 2.5568], [2.2233, 9.9857, 2.4267], [2.4931, 9.4178, 4.1012], [3.5688, 2.6133, -9.6949], [0.2273, -4.8420, -7.4561], [-8.6078, 10.8990, 7.3170], [-7.0363, 10.9939, 8.0182], [2.5167, -10.7353, 8.9294], [-6.8338, 11.2834, 5.5780], [-15.1919, 2.1774, -7.5553], [9.6131, 5.4593, -9.3988], [0.1725, 2.2191, -1.2578], [0.5590, 4.3691, -9.9599], [4.6588, 5.8520, 1.5834], [1.9960, 0.4089, -10.2296], [-2.6193, -0.2055, -2.3681], [-4.1378, 7.6002, 5.8450], [4.4268, 10.1968, 0.7530], [-13.8731, -1.8475, -6.7507], [9.5310, -5.5464, 0.5670], [0.0695, -10.3512, 5.8000], [2.6040, 7.2541, 4.0799], [11.8280, -5.5444, 3.1959], [3.5291, -5.7326, -7.0573], [10.8171, -0.7450, 2.3052], [12.8186, -2.6527, -0.3411], [0.8457, -13.2654, 7.6473], [-14.1870, 1.1800, -9.2412], [-0.6361, -9.0482, -5.1322], [9.3157, -2.9229, 3.6059], [-0.2735, -11.8406, 7.5701], [-0.8552, 0.0804, 8.3022], [-1.2392, 0.4852, 10.8018], [7.9782, -4.2167, -0.2696], [-12.1829, -1.1423, -7.2595], [-7.8211, -5.6527, -5.8090], [3.0372, -4.0111, -7.9270], [-0.1315, -2.0347, 8.6410], [-3.4313, -0.3316, -0.7660], [0.5652, 2.1540, -9.5414], [6.3027, 6.2955, 2.0346], [-9.4942, 7.4774, 7.5580], [5.3665, 5.0159, 2.9592], [7.9800, 6.5159, -3.1512], [10.8035, 6.8879, -7.7995], [-2.3973, -13.2326, -5.3609], [9.4338, 6.3647, -4.1423], [-13.1232, 2.1333, -3.9953], [-6.5221, -7.5799, -5.2229], [11.0608, 5.9826, -6.3259], [2.5610, 5.9723, 3.0485], [1.3495, -0.6446, 1.5202], [-6.2453, -7.7086, 4.8540], [3.0993, -8.5970, 4.4471], [-8.6317, 10.0083, 9.9049], [-1.5821, -2.7700, 0.0566], [1.2183, 3.1310, -8.2275], [-16.1041, 1.0040, -6.8771], [2.2895, -10.8222, 3.7692], [-5.2968, -5.2825, -4.9585], [6.3119, 9.8133, 3.8363], [-11.8101, -1.2384, -4.7970], [7.9947, -2.9747, 0.9022], [4.9543, 10.6653, 4.5202]]}